# C33H64BFO14

A 7-piece molecular cluster, C33H64BFO14 overall (the ωB97M-V functional and the def2-TZVPD basis, OMol25).

- HOMO-LUMO gap: 7.91 eV
- Strongest force on any atom: 0.091 Eh/bohr
- E_LUMO: -0.60 eV
- SMILES: C=CC(=O)OCCCCCCBF.CCOC(C)=O.CCOC(C)=O.CCOC(C)=O.CCOC(C)=O.CCOC(C)=O.CCOC(C)=O

Positions of all 113 atoms, in Å:
C (4.134909, -3.487237, 0.168786)
C (3.842973, -2.432160, -0.789793)
C (4.858995, -1.215592, -0.832393)
O (6.069471, -1.493141, -1.056747)
O (4.543612, 0.157833, -0.698323)
C (3.617946, 0.420118, 0.383931)
C (2.346970, 1.246573, -0.207650)
C (1.731122, 0.611175, -1.539947)
C (0.579584, -0.509190, -1.296469)
C (0.499109, -1.071767, 0.194844)
C (-0.650331, -2.160455, 0.466096)
B (-1.526255, -2.591625, -0.818857)
F (-2.666507, -1.802071, -1.237270)
H (4.460332, -4.492700, -0.257715)
H (4.073313, -3.258557, 1.294199)
H (2.907194, -2.489148, -1.437178)
H (4.151609, 1.149353, 1.103870)
H (3.315171, -0.486446, 1.000078)
H (1.578837, 1.499346, 0.602695)
H (2.798154, 2.266034, -0.518744)
H (2.524974, 0.180203, -2.253617)
H (1.241461, 1.477675, -2.125047)
H (-0.417799, 0.032695, -1.513662)
H (0.792641, -1.329982, -2.082150)
H (1.494171, -1.542906, 0.543374)
H (0.311260, -0.209475, 0.938766)
H (-0.253754, -3.124081, 0.948180)
H (-1.394697, -1.710251, 1.229647)
H (-1.338564, -3.577504, -1.464822)
C (8.600413, -5.058100, -3.941014)
C (7.712168, -4.331783, -2.951057)
O (7.253921, -5.221319, -1.920953)
C (7.936110, -5.488733, -0.793197)
C (9.383649, -5.095132, -0.707671)
O (7.406541, -6.106173, 0.103005)
H (9.507237, -5.436037, -3.464260)
H (8.890940, -4.391317, -4.756285)
H (8.078590, -5.921301, -4.360857)
H (8.191687, -3.448773, -2.524275)
H (6.817347, -3.976929, -3.466965)
H (10.002397, -5.916585, -1.071665)
H (9.626569, -4.901321, 0.338826)
H (9.621179, -4.181507, -1.249457)
C (-7.034405, -2.339282, 0.657166)
C (-6.879236, -1.876213, 2.091429)
O (-5.519025, -2.009629, 2.530999)
C (-4.564810, -1.076584, 2.346276)
C (-4.819889, 0.038741, 1.373170)
O (-3.488456, -1.182858, 2.898971)
H (-6.449289, -1.723392, -0.028682)
H (-8.082504, -2.296193, 0.351721)
H (-6.677160, -3.365704, 0.546460)
H (-7.245572, -0.859148, 2.246655)
H (-7.474320, -2.521121, 2.742226)
H (-4.475580, -0.262279, 0.382142)
H (-4.254612, 0.914618, 1.697494)
H (-5.862041, 0.349558, 1.327331)
C (4.346302, 4.716254, -3.199373)
C (4.552471, 3.289899, -3.667123)
O (3.330728, 2.733260, -4.175846)
C (2.906725, 2.867706, -5.446403)
C (3.561155, 3.894358, -6.327037)
O (1.961538, 2.223193, -5.840712)
H (4.054135, 5.370430, -4.023357)
H (5.263021, 5.109956, -2.754122)
H (3.545928, 4.762847, -2.457075)
H (5.360398, 3.199445, -4.396278)
H (4.836913, 2.670459, -2.813050)
H (3.030225, 4.842440, -6.231687)
H (3.498539, 3.552106, -7.361746)
H (4.619880, 4.037473, -6.118910)
C (6.829915, 2.303690, -11.559006)
C (5.777419, 2.439912, -10.477608)
O (5.553611, 3.819166, -10.147718)
C (4.691257, 4.626210, -10.796998)
C (4.143482, 4.184316, -12.124749)
O (4.427477, 5.718987, -10.351471)
H (6.510202, 2.773518, -12.491305)
H (7.041295, 1.250397, -11.757756)
H (7.755780, 2.797492, -11.255169)
H (4.841741, 1.939848, -10.736524)
H (6.139369, 1.963071, -9.563837)
H (4.802246, 4.534137, -12.920778)
H (3.156086, 4.631067, -12.255685)
H (4.002888, 3.107817, -12.203690)
C (-4.949835, -1.533951, 6.526789)
C (-4.857269, -0.325182, 7.434941)
O (-5.103059, 0.885888, 6.705176)
C (-6.328319, 1.401562, 6.486935)
C (-7.535234, 0.542713, 6.741184)
O (-6.443265, 2.512318, 6.019448)
H (-5.953345, -1.646847, 6.111232)
H (-4.698199, -2.445334, 7.074647)
H (-4.265564, -1.431339, 5.681001)
H (-5.513893, -0.401721, 8.304820)
H (-3.839323, -0.245916, 7.823596)
H (-7.789844, 0.000375, 5.829514)
H (-8.366319, 1.189661, 7.014155)
H (-7.409389, -0.154907, 7.566207)
C (-9.899600, 2.892660, 11.583125)
C (-10.890648, 1.835653, 11.139970)
O (-10.744428, 1.546758, 9.741221)
C (-9.878383, 0.647353, 9.241618)
C (-8.785425, 0.119740, 10.127890)
O (-9.937161, 0.332760, 8.074167)
H (-8.869235, 2.550416, 11.466998)
H (-10.060746, 3.153654, 12.631684)
H (-10.005594, 3.794176, 10.975482)
H (-10.829264, 0.924466, 11.738948)
H (-11.905110, 2.220105, 11.266892)
H (-7.906666, 0.760370, 10.036356)
H (-8.529041, -0.888497, 9.795936)
H (-9.074312, 0.031388, 11.173468)

Forces on the atoms, in the same order (eV/Å):
C -0.50 1.78 -1.75
C 0.73 -0.73 2.25
C 2.71 0.18 0.12
O -4.59 0.81 0.58
O -0.43 -2.63 0.73
C -1.30 1.93 0.78
C 1.27 0.35 -0.67
C -0.74 0.24 -0.04
C 0.19 0.70 0.03
C 0.49 -0.11 0.73
C -1.06 0.07 0.40
B -1.47 1.79 0.11
F 2.58 -1.66 1.04
H -1.96 0.75 1.01
H 1.74 -0.24 -1.82
H 2.21 -0.25 -0.27
H -0.67 -1.27 -1.07
H 0.48 0.87 -1.16
H 1.07 -0.64 -1.16
H -0.68 -1.54 0.47
H -0.96 0.81 1.39
H 0.83 -1.39 0.85
H 1.40 -1.25 0.17
H -0.77 1.06 1.34
H -1.47 0.76 -0.83
H 0.30 -1.25 -1.38
H -0.31 1.44 -0.73
H 1.09 -0.70 -1.10
H -0.12 0.12 -0.08
C 0.14 -0.16 0.05
C 0.18 -0.01 -0.19
O -0.51 0.06 0.09
C 0.02 -0.45 0.50
C 0.22 0.60 0.28
O 0.01 0.42 -0.73
H 0.00 0.11 -0.04
H -0.04 -0.03 0.06
H -0.04 0.13 0.00
H -0.01 -0.10 0.06
H -0.05 -0.12 0.27
H -0.04 0.06 -0.02
H -0.07 -0.26 -0.10
H 0.05 -0.15 -0.18
C 0.12 0.05 -0.18
C -0.08 -0.03 -0.27
O 0.14 -0.18 0.58
C 0.84 0.15 -0.04
C -0.24 0.60 0.20
O -1.05 -0.29 -0.25
H -0.10 0.03 0.04
H 0.06 -0.01 0.04
H -0.09 0.05 0.09
H 0.12 0.00 -0.06
H 0.28 0.03 0.09
H -0.03 -0.03 0.04
H 0.12 -0.24 -0.09
H -0.02 -0.15 -0.17
C -0.09 0.16 -0.11
C 0.02 0.23 0.13
O -0.06 -0.52 0.21
C -0.60 0.00 -0.44
C 0.53 -0.20 -0.40
O 0.61 0.21 0.57
H 0.11 -0.02 0.02
H -0.06 -0.04 -0.02
H 0.11 -0.08 0.00
H -0.11 0.06 -0.06
H -0.22 -0.13 -0.16
H 0.07 -0.04 0.00
H -0.22 0.12 0.14
H -0.07 0.20 0.13
C 0.03 0.09 -0.18
C 0.15 -0.06 -0.21
O -0.04 0.05 0.57
C -0.17 0.73 -0.16
C -0.61 -0.34 -0.06
O 0.38 -0.84 0.04
H -0.04 -0.11 0.03
H -0.01 0.07 0.03
H -0.08 -0.09 0.07
H 0.01 0.11 -0.06
H -0.10 0.27 0.03
H -0.02 -0.06 0.05
H 0.25 0.16 0.00
H 0.22 0.00 -0.11
C -0.10 -0.05 -0.17
C -0.03 -0.23 -0.17
O 0.44 0.41 0.21
C -0.42 0.28 -0.52
C 0.08 0.30 0.44
O 0.46 -0.64 0.33
H 0.01 -0.03 0.11
H -0.01 0.06 -0.03
H 0.02 0.00 0.11
H -0.09 0.04 -0.10
H -0.09 0.24 -0.13
H 0.00 -0.02 0.08
H 0.24 -0.05 -0.40
H 0.03 -0.17 -0.22
C 0.20 0.02 -0.04
C 0.17 0.20 0.14
O -0.42 -0.08 -0.23
C 0.16 -0.14 -0.55
C -0.07 -0.61 0.33
O -0.67 0.24 1.04
H -0.06 -0.03 0.09
H 0.00 -0.02 -0.07
H -0.09 -0.07 0.07
H 0.09 0.00 -0.09
H 0.06 -0.11 -0.27
H -0.06 0.01 0.05
H 0.05 0.22 -0.14
H 0.11 0.23 0.02

Mulliken population analysis, charges in e, atoms 1 to 6: -0.571 -0.306 0.607 -0.550 -0.289 -0.441

---

# C33H64Cl2O24

A 9-piece molecular cluster, C33H64Cl2O24 overall (the ωB97M-V functional and the def2-TZVPD basis, OMol25).

- HOMO-LUMO gap: 10.67 eV
- Strongest force on any atom: 0.126 Eh/bohr
- E_LUMO: 0.19 eV
- SMILES: CCOC(=O)OC.CCOC(=O)OC.CCOC(=O)OC.CCOC(=O)OC.CCOC(=O)OC.CCOC(=O)OC.CCOC(=O)OC.O=C1OCCO1.ClCCCl

Positions of all 123 atoms, in Å:
C (-2.984970, 5.269892, 0.195363)
C (-3.074288, 6.271338, 1.339674)
O (-3.269363, 5.789624, 2.691041)
C (-2.277075, 5.274258, 3.387899)
O (-1.118037, 5.143395, 2.990442)
O (-2.777577, 5.009613, 4.608462)
C (-1.864513, 4.486097, 5.630849)
H (-3.279898, 5.701677, -0.761025)
H (-3.350828, 4.255905, 0.356907)
H (-1.925319, 5.038645, 0.086939)
H (-3.951720, 6.831896, 1.017160)
H (-2.209141, 6.934308, 1.329578)
H (-2.461133, 4.121285, 6.466943)
H (-1.088095, 5.191149, 5.927791)
H (-1.375201, 3.591153, 5.246464)
C (4.547092, 0.302549, -5.815884)
C (5.500836, -0.866955, -6.108327)
O (4.752254, -1.649852, -6.996068)
C (5.210577, -2.823310, -7.314906)
O (6.250129, -3.343953, -6.948685)
O (4.252255, -3.371157, -8.103378)
C (4.515773, -4.564326, -8.849542)
H (5.111519, 1.175717, -5.488611)
H (3.789796, 0.083910, -5.063028)
H (3.934223, 0.628945, -6.656102)
H (5.779064, -1.417122, -5.209439)
H (6.489997, -0.692754, -6.531764)
H (5.329778, -5.190432, -8.484207)
H (4.704249, -4.141708, -9.836438)
H (3.618712, -5.183492, -8.854568)
C (10.799497, 8.235063, -2.542109)
C (10.738917, 7.136313, -3.643377)
O (9.759666, 6.245844, -3.245442)
C (10.031655, 5.006205, -2.787290)
O (11.178086, 4.619595, -2.620957)
O (8.883674, 4.226037, -2.711906)
C (9.070524, 2.852459, -2.360671)
H (11.060236, 7.774830, -1.589062)
H (9.791421, 8.648758, -2.514881)
H (11.498309, 9.005771, -2.867322)
H (11.754959, 6.761632, -3.767374)
H (10.408465, 7.605611, -4.570014)
H (9.474186, 2.266486, -3.186383)
H (8.151638, 2.367138, -2.031716)
H (9.852277, 2.742675, -1.609066)
C (-0.200398, -3.446612, -6.018420)
C (-1.629769, -3.869734, -6.250974)
O (-1.684286, -5.023672, -7.011553)
C (-1.477824, -4.969574, -8.368188)
O (-0.921259, -4.023654, -8.904272)
O (-1.596655, -6.226546, -8.813877)
C (-1.063419, -6.572818, -10.069003)
H (0.246630, -3.251256, -6.993147)
H (0.404833, -4.301361, -5.716417)
H (-0.136476, -2.622777, -5.307564)
H (-2.162649, -3.043013, -6.720736)
H (-2.021469, -4.072926, -5.254283)
H (-1.497018, -7.562930, -10.209597)
H (0.024880, -6.528536, -10.110757)
H (-1.541483, -5.870650, -10.752018)
C (-7.395263, -2.988193, 7.356525)
C (-6.311906, -2.062400, 6.779941)
O (-6.747373, -1.456812, 5.587842)
C (-6.032610, -0.482470, 4.977578)
O (-4.793597, -0.425198, 5.160810)
O (-6.770229, 0.047203, 4.024229)
C (-6.138562, 0.850668, 3.036555)
H (-8.354445, -2.587523, 7.028591)
H (-7.411500, -3.126519, 8.437584)
H (-7.360425, -3.960556, 6.865193)
H (-5.385813, -2.593716, 6.560499)
H (-6.006789, -1.324921, 7.522335)
H (-5.377428, 0.300343, 2.483449)
H (-5.620722, 1.661419, 3.549038)
H (-6.829422, 1.322441, 2.337817)
C (3.421272, 1.137503, 11.818314)
C (4.431661, 1.748775, 10.846764)
O (3.855005, 2.456438, 9.726352)
C (3.809989, 1.862158, 8.518514)
O (4.048647, 0.707286, 8.189845)
O (3.434158, 2.838454, 7.609609)
C (3.063774, 2.633069, 6.251863)
H (3.927721, 0.647300, 12.649768)
H (2.849906, 0.398675, 11.256381)
H (2.731513, 1.876516, 12.226002)
H (5.311486, 1.210383, 10.494401)
H (4.885295, 2.605587, 11.344946)
H (2.012991, 2.388991, 6.095675)
H (3.652991, 1.848655, 5.776856)
H (3.298270, 3.519902, 5.663097)
C (-6.436485, -8.483982, 4.013945)
C (-7.099853, -7.112397, 3.888269)
O (-6.092703, -6.153211, 3.899839)
C (-5.559898, -5.721802, 2.741284)
O (-5.845565, -6.104167, 1.609186)
O (-4.683608, -4.795099, 3.044936)
C (-3.798059, -4.325297, 2.036226)
H (-5.858170, -8.738386, 3.125730)
H (-7.251346, -9.174460, 4.231521)
H (-5.731128, -8.655721, 4.827023)
H (-7.779227, -6.989126, 4.731683)
H (-7.792176, -7.084277, 3.046849)
H (-3.147539, -3.607645, 2.536137)
H (-4.302079, -3.690770, 1.307224)
H (-3.225168, -5.105747, 1.535439)
O (-3.559010, 0.592794, -2.802373)
C (-4.472975, 1.096982, -3.484308)
O (-4.522052, 1.059505, -4.766930)
C (-5.651834, 1.810681, -5.243468)
C (-6.225374, 2.336337, -3.971303)
O (-5.533557, 1.728726, -2.904669)
H (-5.280666, 2.571352, -5.930269)
H (-6.438108, 1.233946, -5.730551)
H (-7.263851, 2.034274, -3.835530)
H (-6.111243, 3.420132, -3.992493)
Cl (0.720466, -0.069403, 1.937529)
C (0.470626, 0.965321, 0.588739)
C (1.218131, 0.364640, -0.683629)
Cl (2.988085, 0.235677, -0.404875)
H (0.805401, 1.977804, 0.814365)
H (-0.594757, 1.060534, 0.378978)
H (1.025426, 0.954284, -1.579892)
H (0.853461, -0.649614, -0.846144)

Forces on the atoms, in the same order (eV/Å):
C 2.24 -1.06 0.39
C -0.37 0.15 -0.60
O -1.18 0.13 -1.08
C 2.12 0.16 -0.21
O -1.97 -0.06 0.95
O 0.87 -0.26 0.51
C -0.05 -0.71 -0.94
H -0.41 -0.05 0.25
H -0.90 0.35 0.13
H 0.27 0.03 -0.27
H -0.17 0.42 1.26
H -0.02 -0.08 0.05
H -0.21 0.60 -0.12
H -0.35 0.21 -0.09
H 0.13 0.12 -0.24
C 0.58 0.63 0.25
C -0.17 0.64 0.76
O -0.59 0.02 -0.24
C 0.38 -2.16 -0.38
O -1.05 0.63 -0.55
O 0.40 -0.18 0.81
C 0.05 0.44 -0.31
H -0.03 0.02 0.17
H 0.35 -0.37 0.27
H 0.49 -0.26 -0.46
H -0.52 -0.21 0.22
H -0.20 0.83 -0.40
H 0.18 0.48 0.14
H 0.19 -0.81 -0.29
H -0.10 0.31 0.02
C -0.39 -0.60 -1.24
C 1.47 2.19 1.01
O -2.29 -2.49 0.49
C 1.35 -0.89 -1.10
O -1.80 0.06 0.31
O 1.07 1.61 0.03
C 1.27 -0.56 0.10
H 0.11 0.25 -0.04
H 0.10 0.22 0.39
H 0.08 0.03 0.34
H -0.33 -0.75 -0.08
H -0.05 -0.26 -0.08
H -0.21 0.26 -0.44
H -0.13 0.70 -0.03
H -0.24 0.23 0.33
C 0.72 -0.47 -0.91
C 0.79 1.67 0.97
O -1.27 -1.69 -1.91
C 3.15 0.41 1.72
O -1.71 -1.18 -0.24
O -0.54 0.76 1.54
C -1.17 0.47 -0.56
H 0.01 0.84 0.13
H -0.19 -0.07 0.72
H 0.18 -0.03 -0.19
H -0.28 -0.09 0.00
H -0.65 -0.33 -0.34
H 0.56 -0.03 -0.38
H -0.12 -0.04 0.09
H 0.54 -0.20 -0.64
C -0.33 0.16 -1.35
C 1.29 -0.49 1.22
O -1.67 1.40 -0.72
C 3.94 -2.99 0.54
O -3.32 1.22 -0.59
O -0.83 0.17 -0.06
C 1.35 0.89 0.29
H -0.16 0.19 0.33
H 0.35 0.24 -0.14
H 0.21 -0.13 0.15
H -0.03 -0.26 -0.02
H -0.25 0.37 -0.09
H -0.16 -0.25 0.06
H 0.11 0.07 -0.05
H -0.48 -0.59 0.39
C 0.16 -0.50 -1.19
C 0.75 1.74 0.61
O -0.49 -0.75 -1.21
C -0.39 -0.67 -2.18
O -0.26 1.89 1.23
O 0.04 0.21 1.60
C 0.67 -0.98 -0.62
H 0.09 0.00 -0.12
H -0.17 -0.18 0.28
H 0.16 0.13 -0.18
H -0.59 -0.89 0.07
H 0.11 -0.03 0.36
H -0.07 0.03 0.49
H 0.02 -0.29 0.29
H -0.06 0.30 0.56
C -0.48 -0.40 -0.08
C -0.22 -1.94 0.40
O 0.43 1.65 -0.34
C -1.10 -0.98 -1.65
O 0.41 0.41 1.90
O 0.64 0.24 0.42
C 0.15 1.10 -0.28
H -0.45 -0.14 -0.26
H 0.09 -0.47 -0.51
H -0.11 0.82 0.35
H 0.46 0.55 0.39
H 0.58 0.21 -0.53
H 0.22 -0.44 0.23
H -0.40 -0.47 -0.22
H -0.23 -0.10 0.20
O -2.74 1.48 -2.10
C 3.26 -1.92 5.26
O -0.48 -0.13 -2.55
C 0.04 -0.29 -0.48
C -1.60 1.16 0.45
O 1.19 -0.13 -0.84
H -0.05 -0.06 0.12
H 0.69 -0.63 -0.32
H -0.09 0.45 -0.21
H -0.19 0.08 0.69
Cl 0.02 -0.67 1.19
C 0.60 0.41 -2.39
C -0.81 0.36 1.26
Cl -0.38 0.19 -0.18
H 0.32 -0.16 0.02
H 0.00 -0.32 -0.12
H 0.16 0.10 0.18
H 0.06 0.10 0.02

Mulliken population analysis, charges in e, atoms 1 to 6: -1.116 -0.135 -0.354 0.796 -0.598 -0.335

---

Among the records above, which one has the highest E_LUMO? C33H64Cl2O24

---

Which of these has the highest HOMO-LUMO gap? C33H64Cl2O24

---

strongest force on any atom of number 1 (C33H64BFO14)? 0.091 Eh/bohr

---

What is the HOMO-LUMO gap in the first record? 7.91 eV